1.
Molecular formula: C3H10N2O
Method: DFT, the ωB97M-V functional and the def2-TZVPD basis

Each line ends with the Mulliken charge.
Cartesian coordinates (Å):
C: 0.85890 0.33909 -1.62337  -1.043
C: -0.15364 0.16842 -0.53921  0.189
N: -0.04714 1.24399 0.40219  -0.605
C: -1.14950 -0.71737 -0.25561  -0.068
N: -2.17367 -0.36971 0.53347  -0.493
H: 1.84807 0.00875 -1.28017  0.226
H: 0.53666 -0.12693 -2.64966  0.279
H: 1.06673 1.37979 -1.95077  0.329
H: 0.73577 1.94892 0.47417  0.214
H: -0.96041 1.73518 0.42688  0.162
H: -1.27998 -1.72562 -0.71358  0.361
H: -1.89395 0.32349 1.31055  0.226
H: -2.85337 -1.04271 0.87254  0.224
O: 1.62624 -0.71561 1.75984  -0.623
H: 1.51712 -1.22434 0.94408  0.325
H: 2.32218 -1.22533 2.28866  0.297

Computed properties:
Structure (SMILES): C/C(N)=C/N.O
Highest occupied orbital energy, eV: -6.897
Largest force on an atom, eV Å⁻¹: 4.805
Kohn-Sham gap, eV: 7.80
LUMO level, eV: 0.90

=====

2.
Molecular formula: C8H12N4
Method: DFT, the ωB97M-V functional and the def2-TZVPD basis

Each line ends with the Mulliken charge.
Cartesian coordinates (Å):
C: -2.36595 0.89536 -0.45942  -0.034
C: -3.69441 0.72243 0.15839  -0.098
N: -4.72793 0.59216 0.62045  -0.247
H: -2.08722 -0.09001 -0.83284  0.021
H: -1.59323 1.18470 0.25281  -0.068
H: -2.39118 1.53612 -1.34084  0.190
C: 1.60508 0.02857 0.18834  -1.150
C: 0.63821 -1.11016 0.14165  0.267
N: -0.09941 -1.97551 0.09212  -0.372
H: 2.48964 -0.14835 -0.42350  0.396
H: 1.89274 0.32362 1.19745  0.331
H: 1.09600 0.86696 -0.28709  0.353
C: 2.70249 -1.74522 4.34118  -0.631
C: 3.19002 -0.66270 5.18772  0.226
N: 3.57452 0.23341 5.85116  -0.329
H: 3.54876 -2.34375 4.00401  0.308
H: 2.12817 -1.47271 3.45574  0.081
H: 2.14197 -2.45434 4.95034  0.280
C: -1.61367 1.09932 -4.89155  -2.216
C: -0.79794 0.54720 -3.79422  -0.621
N: -0.18275 0.20930 -2.87543  0.603
H: -2.25248 1.89765 -4.51379  0.689
H: -2.19697 0.30362 -5.35494  0.585
H: -1.00435 1.56241 -5.66768  0.435

Computed properties:
Spin multiplicity: 2
Expectation value of S²: 0.750
Highest occupied orbital energy (spin up / spin down), eV: 0.693 / -8.660
Largest force on an atom, eV Å⁻¹: 3.652
Kohn-Sham gap (spin up / spin down), eV: 1.79 / 11.19
LUMO level (spin up / spin down), eV: 2.49 / 2.53
Net charge: -1

=====

3.
Molecular formula: C8H9CrI2NO6SSc
Method: DFT, the ωB97M-V functional and the def2-TZVPD basis

Each line ends with the Mulliken charge.
Cartesian coordinates (Å):
I: 4.22075 -1.36657 0.77951  0.503
I: 4.21070 1.37372 0.79510  0.416
Sc: 0.11060 1.32974 1.65773  0.692
Cr: -0.04743 -1.46550 1.38944  0.155
S: 0.73507 -0.11488 -0.10471  0.171
C: -1.02705 -2.66381 0.37567  0.438
C: -0.60210 -2.68735 2.99063  0.495
C: -0.08429 -0.00678 -1.80405  1.070
C: 0.44169 1.24779 -2.47386  -1.296
C: -1.59565 -0.00569 -1.69076  -1.165
C: 0.44383 -1.25699 -2.47702  -1.353
C: -0.63077 2.72001 3.01853  0.393
C: -1.10401 2.73441 0.27714  0.313
O: -0.94668 -3.43873 3.81495  -0.024
O: -1.63081 -3.41597 -0.31875  -0.087
O: -0.97039 3.47064 3.84601  0.091
O: -1.69545 3.48320 -0.38908  0.014
H: 0.06811 1.27075 -3.50947  0.472
H: 1.54101 1.25181 -2.49874  0.385
H: 0.10850 2.16711 -1.97246  0.292
H: -2.00290 -0.00267 -2.72172  0.447
H: -1.97837 0.88939 -1.17223  0.266
H: -1.97883 -0.90017 -1.17551  0.261
H: 0.07177 -1.27682 -3.50730  0.490
H: 0.11243 -2.17495 -1.97619  0.308
H: 1.54177 -1.25629 -2.49866  0.401
O: 0.15854 0.09649 4.54881  -0.261
N: 1.28808 0.00766 4.07680  0.176
O: 1.24190 -0.00954 2.72019  -0.063

Computed properties:
Spin multiplicity: 4
Expectation value of S²: 3.783
Highest occupied orbital energy (spin up / spin down), eV: -23.543 / -23.374
Largest force on an atom, eV Å⁻¹: 11.261
Kohn-Sham gap (spin up / spin down), eV: 6.79 / 5.87
LUMO level (spin up / spin down), eV: -16.76 / -17.50
Net charge: +4

=====

4.
Molecular formula: C25H59ClNO8S
Method: DFT, the ωB97M-V functional and the def2-TZVPD basis

Each line ends with the Mulliken charge.
Cartesian coordinates (Å):
C: -4.07208 -2.02070 6.95536  -0.933
C: -4.97304 -1.82305 5.75587  -0.453
O: -4.75600 -0.52625 5.16864  -0.220
C: -5.90744 0.23029 4.95824  -0.491
C: -5.52718 1.40956 4.06318  -0.594
O: -4.05929 1.73370 4.26049  -0.123
S: -3.71687 2.86254 5.22239  0.649
Cl: -3.69323 2.06685 7.02715  0.044
O: -2.10785 2.96092 4.95414  -0.297
C: -1.53193 2.06009 4.18012  0.619
N: -1.11446 1.26598 3.46847  -0.267
H: -4.10545 -3.07998 7.21324  0.354
H: -3.03973 -1.79336 6.69588  0.254
H: -4.40095 -1.42776 7.80748  0.260
H: -6.01946 -1.96851 6.02537  0.427
H: -4.72159 -2.56435 4.99575  0.257
H: -6.33507 0.60418 5.89557  0.338
H: -6.67459 -0.32990 4.41599  0.454
H: -5.58217 1.18395 3.00579  0.294
H: -6.10163 2.30584 4.29380  0.434
C: 0.88681 4.04996 1.69235  -0.838
C: 0.91990 4.72974 0.33232  -0.442
O: 2.17783 4.67506 -0.30207  -0.423
C: 2.68634 3.38085 -0.57842  -0.507
C: 1.80225 2.54614 -1.48815  -0.927
H: 1.64146 4.48753 2.34767  0.301
H: -0.09413 4.17896 2.15590  0.234
H: 1.08422 2.97926 1.62567  0.285
H: 0.70623 5.79224 0.44985  0.358
H: 0.13791 4.32128 -0.31954  0.314
H: 2.89587 2.84273 0.35342  0.305
H: 3.64711 3.55445 -1.06101  0.348
H: 0.83122 2.33322 -1.03714  0.254
H: 2.28351 1.59176 -1.70260  0.425
H: 1.62593 3.06574 -2.43078  0.293
C: 0.34333 0.96127 -5.35715  -1.000
C: 1.82470 1.27468 -5.22499  -0.145
O: 2.59474 0.92816 -6.35611  -0.453
C: 2.24382 1.57290 -7.57083  -0.212
C: 2.34807 3.08592 -7.52956  -0.875
H: 0.19563 -0.09820 -5.57012  0.289
H: -0.17330 1.20569 -4.42746  0.365
H: -0.12701 1.53320 -6.15761  0.265
H: 2.24483 0.69237 -4.40362  0.231
H: 1.97268 2.33113 -4.96988  0.240
H: 1.24184 1.26665 -7.89275  0.258
H: 2.94172 1.18076 -8.30970  0.233
H: 1.65235 3.52999 -6.81521  0.283
H: 2.12027 3.49157 -8.51568  0.263
H: 3.35691 3.39199 -7.24805  0.260
C: -0.55645 -4.02438 9.87606  -1.009
C: -1.73979 -4.97551 9.83197  -0.337
O: -2.37878 -5.04836 8.56820  -0.422
C: -1.57121 -5.49425 7.49062  -0.089
C: -0.99702 -6.88734 7.67436  -1.185
H: -0.86122 -3.01989 9.57659  0.234
H: -0.15560 -3.97749 10.88850  0.394
H: 0.25151 -4.34165 9.21603  0.260
H: -2.51326 -4.63036 10.51806  0.349
H: -1.44257 -5.97358 10.16941  0.317
H: -0.77149 -4.77199 7.28732  0.188
H: -2.22828 -5.48592 6.61986  0.321
H: -0.31443 -6.94190 8.52280  0.284
H: -0.44023 -7.17936 6.78405  0.393
H: -1.79593 -7.61095 7.83842  0.314
C: 2.36211 -3.42377 1.51259  -1.012
C: 1.13061 -4.06679 2.12590  -0.321
O: 1.12349 -4.07278 3.54335  -0.418
C: 1.17125 -2.80866 4.17223  -0.572
C: 0.00055 -1.90011 3.83376  -0.855
H: 3.26736 -3.91639 1.86829  0.290
H: 2.32390 -3.51053 0.42664  0.389
H: 2.43829 -2.36308 1.75686  0.247
H: 1.08642 -5.11773 1.84220  0.333
H: 0.21860 -3.59700 1.73883  0.299
H: 2.12043 -2.30399 3.95833  0.351
H: 1.16701 -3.02579 5.24094  0.374
H: -0.02667 -1.63963 2.77554  0.317
H: 0.07311 -0.97209 4.39860  0.323
H: -0.94301 -2.39079 4.08294  0.248
C: 2.40369 0.93017 -12.46834  -1.038
C: 1.58321 2.12893 -12.02514  -0.350
O: 2.25701 2.99134 -11.12562  -0.379
C: 3.45326 3.58202 -11.60296  -0.293
C: 3.27054 4.44725 -12.83759  -1.127
H: 2.73388 0.35200 -11.60424  0.249
H: 1.80189 0.28485 -13.10858  0.396
H: 3.28840 1.22408 -13.03413  0.278
H: 0.70277 1.78785 -11.47996  0.342
H: 1.21911 2.68840 -12.89397  0.303
H: 4.21659 2.81589 -11.77973  0.321
H: 3.81158 4.19656 -10.77656  0.333
H: 2.92968 3.86977 -13.69763  0.269
H: 4.21846 4.91285 -13.10778  0.396
H: 2.53819 5.23302 -12.64869  0.312

Computed properties:
Highest occupied orbital energy, eV: -10.600
Largest force on an atom, eV Å⁻¹: 0.606
Kohn-Sham gap, eV: 5.22
LUMO level, eV: -5.38
Net charge: +1

=====

Q: largest force on an atom of number 2 (C8H12N4)?
A: 3.652 eV Å⁻¹

=====

Q: What is the formula in the first record?
A: C3H10N2O